1.
8
Properties=species:S:1:pos:R:3:forces:R:3 method="wB97M-V/def2-TZVPD" homo_lumo_gap_ev="8.866 / 8.012" total_energy_ha=-3112.6534 multiplicity=1 de_lowest_kcal_mol=100.48 e_homo_ev="-8.814 / -8.219" charge=0
C -0.77057 0.98360 0.37777 -0.33 1.34 -1.14
C 1.12862 -1.09675 -0.11421 0.35 1.74 0.26
Cl -1.82699 0.64881 -0.94049 -0.32 -0.59 0.38
Br 0.46856 -1.42959 -1.75490 0.02 -0.58 -0.58
H -0.59820 2.05680 0.21238 0.85 -0.58 0.81
H -0.99953 0.62830 1.36450 -0.23 -0.33 0.05
H 0.86573 -1.55271 0.78343 -0.90 -1.43 0.84
H 1.73239 -0.23846 0.07153 0.55 0.44 -0.63

---

2.
8
Properties=species:S:1:pos:R:3:forces:R:3 method="wB97M-V/def2-TZVPD" homo_lumo_gap_ev=8.882 total_energy_ha=-1165.2057 multiplicity=1 de_lowest_kcal_mol=35.63 e_homo_ev=-11.496 charge=0
C -0.43941 0.92969 -1.02841 0.30 -0.55 -0.26
C 0.88427 -0.88029 0.24494 1.48 -0.49 1.18
C -0.38444 -0.05525 -0.04382 -0.64 0.77 2.99
N -0.48164 1.74893 -1.81000 -0.09 1.32 -1.49
O 1.94812 -0.73680 -0.33977 -2.99 -0.46 1.38
Cl -1.90623 -0.90596 0.18560 1.06 0.26 -0.10
Cl -0.27805 1.47943 1.57763 0.06 -2.11 -1.45
H 0.65739 -1.57975 1.21383 0.81 1.26 -2.25

---

3.
49
Properties=species:S:1:pos:R:3:forces:R:3 method="wB97M-V/def2-TZVPD" homo_lumo_gap_ev=7.459 total_energy_ha=-1896.8281 multiplicity=1 e_homo_ev=-14.553 charge=+2
Cl 0.43723 6.43060 2.69803 0.30 -0.30 0.05
C 1.65724 5.18272 3.03126 -0.22 1.00 0.15
N 1.31577 3.88681 2.43646 -0.48 -1.19 -0.71
C -0.01976 3.31884 2.99307 0.50 1.48 0.50
C -0.25877 1.96614 2.37344 0.32 -0.48 -0.39
N 0.88712 1.62465 1.54404 -0.27 -1.49 -0.64
F -0.28875 -2.19014 -1.46672 -0.07 0.92 0.24
C 2.16382 1.56705 2.25185 -0.67 -0.18 -0.47
C 2.44821 2.94337 2.81598 0.34 0.78 0.41
C 0.93071 2.51850 0.39828 -0.10 -0.76 0.22
C 1.23881 3.91058 0.87867 0.37 1.54 0.94
H 2.61374 5.51871 2.62475 -0.17 -0.07 0.05
H 1.72787 5.05038 4.11358 -0.01 0.05 -0.20
H 0.09480 3.27088 4.08502 0.04 0.18 -0.30
H -0.79618 4.05489 2.74337 0.33 -0.19 0.17
H -0.40282 1.20629 3.15165 -0.11 0.14 -0.31
H -1.12544 2.02907 1.70117 0.11 -0.34 0.42
H 2.10628 0.82267 3.06101 0.11 0.15 -0.44
H 2.94308 1.30955 1.51634 -0.28 -0.19 0.43
H 3.36450 3.37456 2.39501 -0.20 0.02 0.22
H 2.51644 2.93973 3.90840 0.00 0.13 -0.18
H 1.71306 2.17642 -0.28684 -0.31 0.04 -0.07
H -0.05961 2.50054 -0.07335 0.42 -0.13 -0.16
H 0.47966 4.65240 0.60753 0.22 -0.13 0.16
H 2.21794 4.26185 0.53081 -0.22 0.08 0.21
C 2.34816 -2.13838 -1.64960 -0.26 0.17 -0.68
S 1.70737 -3.86383 -1.73736 -0.33 0.67 0.24
C 2.20220 -4.06264 0.00401 -0.53 -0.80 0.15
C -0.52839 -3.49941 -1.53535 0.33 -0.73 2.80
C -1.83266 -3.66093 -2.18370 -2.28 -0.34 -3.05
C -3.03128 -3.41257 -1.41375 1.86 0.03 0.72
C -4.11989 -2.73192 -1.96519 -0.17 0.04 -1.55
C -4.20984 -2.64628 -3.39124 2.90 -0.78 1.69
N -5.45006 -2.59990 -4.09235 -3.43 0.53 -2.62
O -5.37895 -2.77880 -5.33501 0.11 0.49 2.53
O -6.54270 -2.48739 -3.50199 2.65 -0.03 -0.36
C -3.04349 -2.88302 -4.16737 -0.71 -0.21 0.24
C -1.95263 -3.53095 -3.59280 0.77 0.59 0.74
H 2.13408 -1.56401 -2.55103 -0.05 -0.25 0.01
H 1.94027 -1.62157 -0.77910 -0.05 -0.25 -0.16
H 3.42876 -2.24191 -1.53818 -0.08 -0.13 -0.13
H 2.00364 -5.07922 0.32115 0.03 -0.16 0.04
H 3.27086 -3.86178 0.07029 -0.04 -0.12 -0.24
H 1.68011 -3.36719 0.65649 -0.19 0.08 -0.15
H -0.56290 -4.00853 -0.55774 0.44 0.56 -0.04
H -3.01950 -3.77104 -0.36544 -0.07 1.04 -0.43
H -4.80588 -2.09640 -1.39261 -0.37 -1.35 0.16
H -3.01682 -2.44523 -5.16701 -0.17 -1.08 -0.06
H -1.12539 -3.97414 -4.16795 -0.30 0.99 -0.14